Record 1
Computed, not measured: C16H32CeOP as an isolated structure in a non-equilibrium geometry, with the ωB97M-V functional and the def2-TZVPD basis.

Computed properties:
spin multiplicity	2
orbital gap (alpha / beta)	8.2 / 6.5	eV
energy	-41355.621	eV
HOMO level (alpha / beta)	-15.3 / -15.3	eV
net charge	+2
largest force on an atom	12.01	eV/Å
<S²>	0.765

Each line ends with the Löwdin spin population.
CARTESIAN COORDINATES (ANGSTROEM)
C  0.98399  -1.87967  -0.06527  0.361
H  0.87313  -2.39958  0.88970  0.018
H  0.41308  -2.44211  -0.81557  0.016
H  -0.81402  -0.77282  1.10474  0.038
C  2.45575  -1.78065  -0.45418  0.042
H  2.60813  -0.95558  -1.16087  0.007
H  3.05446  -1.53711  0.43199  -0.001
C  2.98056  -3.08341  -1.08086  0.030
H  4.02659  -2.98281  -1.39405  0.006
H  2.91894  -3.91292  -0.36699  0.000
H  2.38832  -3.35864  -1.96173  0.000
C  -0.78806  1.91727  -0.97256  0.065
C  0.27247  1.39880  -1.81847  0.018
C  -0.13110  0.11656  -2.28595  0.017
C  -1.41399  -0.19671  -1.69985  0.007
C  -1.83274  0.94929  -0.92120  0.005
C  -3.16401  1.11380  -0.25166  -0.001
C  -2.24100  -1.40534  -2.02084  0.000
C  0.59485  -0.74823  -3.26830  0.003
C  1.51037  2.14627  -2.21541  0.002
C  -0.81498  3.28532  -0.35874  0.009
Ce  0.00000  0.00000  0.00000  0.331
H  -2.94118  -1.63173  -1.21277  0.000
H  -2.82322  -1.25020  -2.93933  0.000
H  -1.61078  -2.28662  -2.17390  0.000
H  -3.62944  0.14570  -0.05141  0.000
H  -3.06921  1.64439  0.69915  0.000
H  -3.84634  1.68938  -0.89169  0.000
H  0.19441  3.64879  -0.14752  0.001
H  -1.29071  4.00420  -1.03950  0.004
H  -1.37783  3.28961  0.57802  0.001
H  2.28358  1.46831  -2.58590  0.000
H  1.28997  2.87122  -3.01067  0.001
H  1.92853  2.70040  -1.37072  0.000
H  0.47705  -1.81093  -3.03478  0.000
H  0.19756  -0.58783  -4.27903  0.001
H  1.66337  -0.52168  -3.29024  0.000
C  1.16812  2.36905  4.21066  0.000
P  0.33529  1.04555  3.21023  0.001
C  1.04995  -0.63629  3.55287  0.001
C  -1.51600  1.10896  3.38874  0.003
O  0.63937  1.39094  1.72246  0.005
H  0.97721  2.18498  5.28809  0.000
H  0.76180  3.36092  3.92664  0.000
H  2.26046  2.34288  4.02054  0.000
H  0.87302  -0.89725  4.61679  0.000
H  0.55466  -1.39507  2.92020  0.001
H  2.14036  -0.62998  3.34961  0.000
H  -1.87889  2.12112  3.11502  0.000
H  -1.99443  0.35763  2.73148  0.003
H  -1.79094  0.89410  4.44300  0.000



Record 2
Computed, not measured: C14H25BN6SiTi as an isolated structure in a non-equilibrium geometry, with the ωB97M-V functional and the def2-TZVPD basis.

Computed properties:
spin multiplicity	3
orbital gap (alpha / beta)	7.8 / 3.4	eV
energy	-55515.703	eV
HOMO level (alpha / beta)	-14.7 / -14.8	eV
net charge	+2
largest force on an atom	4.01	eV/Å
<S²>	2.011

Each line ends with the Löwdin spin population.
CARTESIAN COORDINATES (ANGSTROEM)
C  0.48030  2.70765  -0.19802  0.013
N  0.68977  1.48427  -0.72615  0.016
N  0.79179  1.45047  -2.07599  0.014
C  0.69693  2.72681  -2.44727  0.000
C  0.48565  3.51620  -1.33273  0.005
B  0.98278  0.12704  -2.91647  0.009
N  2.10586  -0.77463  -2.34372  0.017
N  2.20267  -1.05806  -1.01860  0.009
C  3.29268  -1.85890  -0.82406  0.007
C  3.90284  -2.03240  -2.09060  0.006
C  3.14080  -1.34735  -3.00524  0.000
Ti  0.57793  -0.19689  0.10611  0.921
N  -0.33804  -0.67859  -2.97292  0.176
N  -0.91562  -1.16617  -1.83952  0.122
C  -2.08447  -1.78348  -2.21843  0.111
C  -2.23122  -1.65762  -3.65189  0.434
C  -1.09378  -0.96418  -4.07363  0.098
H  -2.79583  -2.26776  -1.59790  0.002
H  -0.75357  -0.63628  -5.03883  0.000
H  -3.01819  -1.99848  -4.29159  0.017
H  1.25007  0.46945  -4.01578  0.000
H  3.22809  -1.19561  -4.07484  0.000
H  0.80755  2.90658  -3.48576  0.000
H  4.80253  -2.60413  -2.30778  0.000
H  0.36160  4.56310  -1.28985  0.001
H  3.59557  -2.23293  0.12419  0.000
H  0.28683  2.82370  0.86013  0.001
H  -0.09921  -2.00137  0.17074  0.003
C  0.52533  -2.09676  1.22097  0.017
H  1.31654  -2.84097  0.92515  0.001
H  1.09682  -1.19810  1.65721  0.009
H  -0.25601  -2.32732  1.94930  0.001
C  -0.32527  2.16812  3.77155  0.000
Si  -1.32679  0.76196  3.18462  -0.001
C  -0.84736  -0.80025  4.05181  0.001
C  -3.14598  1.03054  3.38799  -0.001
C  -0.94409  0.66444  1.33406  -0.010
H  -0.52894  2.21991  4.83756  0.000
H  -0.65470  3.06996  3.25640  0.000
H  0.72601  1.95333  3.56884  0.000
H  -1.05210  -0.63119  5.11668  0.000
H  -1.40544  -1.69776  3.76079  0.000
H  0.22005  -1.02686  3.95865  0.000
H  -3.46944  1.96183  2.90573  0.000
H  -3.78011  0.21964  3.00493  0.000
H  -3.33864  1.12288  4.46362  0.000
H  -1.56638  1.43069  0.75101  0.003
H  -1.59578  -0.30456  1.46954  -0.002



Record 3
Computed, not measured: C51H44BrClN3O8PSTi as an isolated structure in a non-equilibrium geometry, with the ωB97M-V functional and the def2-TZVPD basis.

Computed properties:
orbital gap	6.1	eV
energy	-200262.616	eV
HOMO level	-2.2	eV
energy above the lowest of the compared OMol25 structures with the same formula, charge and spin	0.0	kcal per mole
net charge	-2
largest force on an atom	1.28	eV/Å

Each line ends with the Mulliken charge.
CARTESIAN COORDINATES (ANGSTROEM)
Ti  0.74655  -1.34024  -0.72759  -0.474
O  2.26490  -0.06889  -0.46245  0.754
C  3.46541  -0.16566  0.00835  0.075
C  4.20850  1.01701  0.27105  -0.386
C  5.47107  0.97273  0.80546  -0.551
C  6.08515  -0.25315  1.10592  -0.990
C  5.38512  -1.41115  0.85600  -0.602
C  4.08854  -1.40400  0.32748  1.024
C  3.45453  -2.68945  0.07556  -0.781
N  2.23820  -2.87871  -0.25869  0.638
C  1.79883  -4.20512  -0.69596  -1.775
C  0.26799  -4.28710  -0.58503  -1.017
N  -0.35156  -2.98113  -0.65329  1.086
C  -0.81408  -2.35652  -1.81121  -0.138
C  -0.33200  -2.84259  -3.12742  -0.095
C  -1.04633  -3.58638  -4.05046  -0.301
C  -0.44358  -4.05065  -5.22263  -0.746
C  0.89681  -3.76730  -5.45063  -0.546
C  1.63043  -3.00851  -4.54357  -0.949
C  1.01570  -2.50979  -3.38802  0.336
O  1.63384  -1.73088  -2.52509  -0.225
H  3.70978  1.95888  0.07388  0.047
H  5.99142  1.90092  1.01292  0.441
H  7.08036  -0.28593  1.52931  0.339
H  5.83878  -2.37403  1.07586  0.342
H  4.11885  -3.56453  0.17071  0.179
H  2.28535  -4.99702  -0.11278  0.694
H  2.09325  -4.32305  -1.74326  0.334
H  0.01043  -4.73910  0.38475  0.380
H  -0.11101  -4.95684  -1.36658  0.538
H  -1.83310  -1.96714  -1.76193  0.653
H  -2.08869  -3.81475  -3.84855  0.353
H  -1.01050  -4.63253  -5.93920  0.383
H  1.37708  -4.13171  -6.35260  0.384
H  2.66818  -2.75768  -4.72921  0.440
Cl  0.24272  0.56730  -4.04713  -0.192
C  -0.82316  1.93627  -4.10057  0.461
C  -1.30946  2.32618  -5.34497  -0.638
C  -2.14154  3.42550  -5.44244  -0.508
C  -2.47797  4.13807  -4.29685  -0.873
C  -1.98302  3.73615  -3.06935  -0.237
C  -1.15332  2.61927  -2.93108  -0.117
P  -0.44513  2.08608  -1.26954  1.030
C  0.74339  3.48183  -1.17788  0.968
C  2.03049  3.16559  -1.60975  -0.635
C  3.02921  4.12910  -1.62375  -0.446
C  2.75712  5.41905  -1.18658  -0.629
C  1.48017  5.73683  -0.74402  -0.679
C  0.47782  4.77720  -0.74630  -0.303
C  -1.93148  2.52037  -0.27275  0.630
C  -3.12396  1.91077  -0.67738  -0.551
C  -4.30173  2.08300  0.03327  -0.783
C  -4.30918  2.86540  1.18300  -0.610
C  -3.12642  3.44912  1.61044  -1.152
C  -1.94211  3.27837  0.89572  -0.087
H  -1.02494  1.75678  -6.21935  0.480
H  -2.52202  3.72869  -6.41042  0.350
H  -3.12214  5.00662  -4.36161  0.401
H  -2.25372  4.29224  -2.17852  0.293
H  2.25520  2.14189  -1.89421  0.304
H  4.02752  3.86095  -1.94892  0.386
H  3.53967  6.16841  -1.17551  0.335
H  1.26414  6.73272  -0.37679  0.396
H  -0.50798  5.04094  -0.38466  0.136
H  -3.12631  1.27630  -1.55707  0.263
H  -5.20867  1.59354  -0.30141  0.409
H  -5.22405  2.99835  1.74796  0.391
H  -3.10623  4.04113  2.51783  0.456
H  -1.02704  3.70351  1.28679  0.050
Br  4.30214  3.74068  6.45173  -0.283
C  3.60572  2.63392  5.04788  -0.086
C  4.12073  1.35673  4.89687  -0.508
C  3.61286  0.55969  3.87773  -0.836
C  2.61654  1.04040  3.03979  0.612
C  2.12263  2.32744  3.20202  -0.279
C  2.62084  3.13604  4.21852  -0.643
C  1.06308  2.87853  2.23796  -0.076
O  0.66177  4.03947  2.45681  -0.883
O  0.71885  2.11071  1.31496  0.390
H  4.89824  0.99780  5.55716  0.406
H  4.00095  -0.44073  3.73253  0.449
H  2.20310  0.42996  2.25125  0.182
H  2.22836  4.13805  4.32317  0.577
C  -2.87303  -4.93703  -0.56487  -1.493
C  -3.15366  -4.21295  0.72405  1.098
C  -2.14914  -4.02721  1.65966  0.073
C  -2.37204  -3.27640  2.80434  -0.090
C  -3.61428  -2.70235  3.00648  -0.783
C  -4.65044  -2.90256  2.10473  -0.284
C  -4.41435  -3.66651  0.97261  -0.826
S  -3.79208  -1.52188  4.29621  1.354
O  -2.70519  -1.72545  5.21505  -0.697
O  -5.13128  -1.53233  4.82585  -0.801
N  -3.64164  -0.16315  3.38848  -0.351
C  -2.65924  -0.16549  2.28240  0.049
C  -1.19436  -0.29416  2.64793  -0.440
C  -0.44862  -0.72650  1.42995  1.483
O  -0.91160  -0.40650  0.29687  -0.888
O  0.59821  -1.42331  1.51270  -0.565
H  -1.87888  -5.38467  -0.55581  0.272
H  -2.91388  -4.24307  -1.40625  0.143
H  -3.60783  -5.72336  -0.74523  0.631
H  -1.16127  -4.42600  1.46958  -0.159
H  -1.57247  -3.07870  3.50488  0.712
H  -5.60687  -2.42937  2.27899  0.417
H  -5.20615  -3.80571  0.24477  0.391
H  -3.60047  0.64778  3.99752  0.423
H  -2.82271  0.74651  1.70615  -0.670
H  -2.94012  -0.98576  1.62811  -0.062
H  -1.01617  -1.01767  3.44216  0.742
H  -0.78632  0.67355  2.95696  0.153